Entry from the Open Molecules 2025 dataset: a cluster of 10 separate species, C35H57F3N3O9S2 in total at a distorted geometry (ωB97M-V with the def2-TZVPD basis set).

Each line ends with the Löwdin charge.
CARTESIAN COORDINATES (ANGSTROEM)
1 C -0.648 -0.127 0.353  0.0600
2 C 0.749 -0.129 1.045  -0.3073
3 O 1.743 -0.027 0.415  0.1526
4 N 0.809 -0.340 2.552  0.0598
5 H 0.691 0.533 2.892  0.0123
6 H -0.057 -0.857 2.858  0.0594
7 C 2.051 -0.959 3.128  0.0354
8 H -1.021 -0.990 -0.026  0.0301
9 H -0.542 0.408 -0.525  0.0441
10 H -1.309 0.529 0.903  0.0868
11 H 1.985 -2.098 2.896  0.1141
12 H 2.039 -0.732 4.150  0.0659
13 H 2.858 -0.769 2.508  0.0629
14 C -4.891 -1.814 4.411  0.0442
15 C -4.790 -2.663 3.185  -0.3096
16 O -5.755 -3.435 2.902  0.1114
17 N -3.690 -2.415 2.270  0.0320
18 H -3.819 -1.654 1.677  0.1498
19 H -2.824 -2.187 2.733  0.0516
20 C -3.395 -3.336 1.192  -0.0054
21 H -5.423 -2.508 5.154  0.1464
22 H -5.412 -0.933 4.347  0.0788
23 H -3.999 -1.691 4.814  0.0172
24 H -2.441 -2.924 0.587  0.1573
25 H -4.460 -3.509 0.683  0.1521
26 H -3.234 -4.293 1.612  0.0820
27 C 3.006 3.891 5.587  0.0066
28 C 2.671 2.896 6.557  -0.2902
29 O 2.822 3.215 7.788  0.0930
30 N 1.868 1.629 6.093  0.0344
31 H 1.342 1.672 5.213  0.0093
32 H 2.461 0.921 5.672  0.1612
33 C 0.959 1.090 7.022  -0.0699
34 H 3.803 4.559 6.051  0.1396
35 H 2.404 4.493 5.058  0.0567
36 H 3.379 3.185 4.760  0.1333
37 H 1.333 0.482 7.886  0.1230
38 H 0.033 0.671 6.556  0.1164
39 H 0.477 1.858 7.617  0.0986
40 O -1.471 -1.412 3.423  -0.4479
41 H -1.561 -1.275 4.484  0.0303
42 O 0.580 1.901 3.976  -0.2705
43 H -0.071 2.276 3.558  -0.1463
44 F 2.839 -4.228 3.078  0.0504
45 C 3.390 -4.677 1.958  -0.2918
46 C 3.322 -3.889 0.768  -0.0360
47 C 3.733 -4.366 -0.393  -0.1094
48 C 4.522 -5.502 -0.404  -0.0627
49 C 4.593 -6.316 0.784  -0.0777
50 C 4.061 -5.903 1.972  -0.0406
51 H 2.848 -2.838 1.016  0.1299
52 H 3.483 -4.056 -1.459  0.1278
53 H 4.859 -5.917 -1.249  0.0575
54 H 5.343 -7.140 0.674  0.1201
55 H 4.197 -6.412 3.011  0.1520
56 F -1.035 2.454 -6.435  0.0866
57 C -1.890 1.990 -5.553  -0.2012
58 C -1.590 2.116 -4.104  -0.0299
59 C -2.425 1.582 -3.239  -0.1213
60 C -3.524 0.724 -3.667  -0.0620
61 C -3.744 0.552 -5.042  -0.1509
62 C -3.109 1.270 -5.998  -0.0231
63 H -0.737 2.834 -3.658  0.1457
64 H -2.087 1.713 -2.221  0.0789
65 H -4.075 0.246 -2.961  0.0527
66 H -4.721 0.103 -5.419  0.1333
67 H -3.413 1.045 -7.038  0.1223
68 F 1.895 -0.123 -2.627  0.0171
69 C 2.482 1.066 -2.945  -0.3011
70 C 2.636 1.305 -4.353  0.0518
71 C 2.999 2.702 -4.696  -0.0331
72 C 3.224 3.663 -3.735  -0.1077
73 C 2.997 3.338 -2.444  -0.0769
74 C 2.602 1.979 -1.972  -0.0073
75 H 2.247 0.615 -5.163  0.1239
76 H 3.244 2.870 -5.587  0.0204
77 H 3.359 4.716 -3.980  0.1213
78 H 3.025 4.152 -1.613  0.1178
79 H 2.426 1.921 -0.861  0.1124
80 C -2.271 4.983 -0.284  -0.2184
81 C -1.424 3.766 0.206  -0.2747
82 C -0.465 3.369 -0.654  -0.2212
83 S 0.036 5.006 -1.366  0.6671
84 O -0.246 5.106 -2.782  -0.3030
85 O 1.265 5.402 -0.924  -0.2713
86 C -1.253 6.005 -0.644  -0.2597
87 H -3.032 5.474 0.474  0.1509
88 H -3.005 4.602 -1.167  0.1659
89 H -2.001 3.033 0.394  0.0361
90 H -1.083 3.881 1.387  0.1989
91 H -0.650 2.864 -1.351  -0.0304
92 H 0.259 2.936 -0.206  0.0570
93 H -1.714 6.815 -1.248  0.1278
94 H -1.017 6.484 0.344  0.1270
95 C -1.247 -3.794 -5.099  -0.2217
96 C -1.365 -2.286 -4.890  -0.3082
97 C -0.312 -1.772 -4.148  -0.2914
98 S 0.226 -3.147 -3.096  0.6520
99 O -0.286 -2.968 -1.801  -0.3380
100 O 1.635 -3.491 -3.150  -0.3114
101 C -0.747 -4.552 -3.735  -0.1387
102 H -0.514 -3.915 -5.876  0.0947
103 H -2.216 -4.110 -5.610  0.1287
104 H -2.307 -2.223 -4.124  0.1557
105 H -1.676 -1.677 -6.038  0.2194
106 H -0.702 -0.991 -3.584  0.0745
107 H 0.608 -1.496 -4.609  0.0981
108 H -1.683 -4.634 -3.114  0.1139
109 H -0.068 -5.339 -3.819  0.0698

Its HOMO-LUMO gap is 7.57 eV. The value obtained for the energy above the lowest of the compared OMol25 structures with the same formula, charge and spin is 13.5 kcal per mole. As for the max |F|: 13.30 eV/Å. The HOMO energy comes out at -10.52 eV. Its charge is +1. As for the LUMO energy: -2.9 eV. For the total energy, the calculation gives -3304.37050 Ha.